Entry 1:
A single C3H6ClNS molecule, computed with ωB97M-V/def2-TZVPD.

The geometry in XYZ format:
```
12
Properties=species:S:1:pos:R:3:nbo_charge:R:1
C -0.293 -1.149 -0.782 -0.7135
C -0.038 -0.010 0.115 0.2517
C -1.091 0.839 0.819 -0.4287
H 0.074 -0.902 -1.755 0.2469
H -1.385 -1.173 -0.854 0.2387
H 0.065 -2.176 -0.437 0.2513
H -1.602 0.146 1.480 0.2104
H -0.598 1.548 1.540 0.2563
H 3.416 0.836 0.237 0.1236
N 1.127 0.588 0.409 -0.5687
S 2.509 0.006 -0.360 0.1644
Cl -2.184 1.448 -0.411 -0.0325
```

## Properties
**2S+1**: 1
**Total charge**: 0
**Structure (SMILES)**: C/C(CCl)=N\S
**LUMO**: 0.8664 eV
**Orbital gap**: 9.61 eV
**E_HOMO**: -8.74 eV

---

Entry 2:
21 unconnected molecules or ions with the total composition H40O24P, computed with ωB97M-V/def2-TZVPD.

The geometry in XYZ format:
```
65
Properties=species:S:1:pos:R:3:nbo_charge:R:1
P -0.049 -0.164 0.174 2.7259
O 0.855 -0.955 1.037 -1.2318
O 0.360 1.351 0.257 -1.2432
O -1.418 -0.300 0.624 -1.2152
O 0.088 -0.536 -1.250 -1.2326
O -1.786 -1.978 -2.056 -1.0244
H -2.487 -1.745 -1.469 0.4928
H -1.097 -1.309 -1.795 0.4786
O 1.195 -2.334 -2.571 -0.9726
H 1.902 -1.947 -3.108 0.4713
H 0.820 -1.643 -2.035 0.4908
O 1.813 2.131 -1.662 -0.9989
H 1.251 1.861 -0.890 0.4907
H 1.440 1.653 -2.370 0.4866
O -2.937 1.718 0.692 -0.9795
H -2.631 2.458 0.140 0.4623
H -2.174 1.142 0.733 0.4843
O 0.641 -3.172 2.279 -0.9664
H 0.740 -2.233 2.059 0.4964
H 0.451 -3.234 3.205 0.4601
O -0.333 2.230 2.536 -1.0454
H -0.754 1.504 2.927 0.4948
H -0.061 1.842 1.656 0.4879
O 0.956 4.359 1.697 -0.9763
H 0.947 4.392 0.740 0.4845
H 0.301 3.771 1.981 0.5071
O -1.906 -2.699 1.496 -1.0185
H -1.750 -1.800 1.073 0.4702
H -1.034 -3.089 1.581 0.4862
O -0.193 -4.112 -0.686 -0.9972
H -0.574 -3.369 -1.128 0.4845
H 0.670 -3.830 -0.384 0.4837
O -2.030 0.070 2.956 -1.0193
H -1.258 -0.389 3.308 0.4799
H -1.869 -0.104 2.002 0.4783
O -2.194 -0.109 -3.933 -1.0333
H -1.778 0.693 -3.564 0.4933
H -2.092 -0.784 -3.259 0.4880
O 3.150 -0.461 2.021 -0.9945
H 3.788 -0.514 1.318 0.4763
H 2.262 -0.524 1.651 0.4813
O -3.534 -1.085 -0.438 -0.9934
H -4.026 -0.297 -0.696 0.4737
H -2.746 -0.714 0.082 0.5057
O 0.531 -0.533 3.528 -0.9997
H 0.949 0.274 3.836 0.4839
H 0.821 -0.649 2.607 0.4918
O -1.535 1.762 -2.014 -0.9943
H -1.251 2.467 -1.410 0.4688
H -0.981 1.072 -1.697 0.4729
O 2.457 2.240 1.330 -1.0114
H 1.735 1.806 0.857 0.4690
H 1.988 3.068 1.579 0.4614
O 2.204 -2.723 -0.155 -1.0212
H 1.946 -2.561 -1.063 0.4692
H 1.652 -2.061 0.341 0.4849
O -0.546 3.553 -0.433 -1.0059
H -0.253 3.801 -1.321 0.4753
H -0.138 2.676 -0.178 0.5107
O 0.594 0.260 -3.496 -1.0459
H 0.382 -0.087 -2.553 0.4905
H 0.164 -0.348 -4.069 0.4788
O 3.146 0.035 -0.843 -0.9981
H 2.526 -0.624 -0.631 0.4630
H 2.688 0.829 -1.143 0.4840
```

## Properties
**2S+1**: 1
**Total charge**: -3
**LUMO**: 7.0636 eV
**Orbital gap**: 8.32 eV
**E_HOMO**: -1.26 eV

---

Entry 3:
A molecular structure, C27H36BrGeN3O5Tl, computed with ωB97M-V/def2-TZVPD.

The geometry in XYZ format:
```
74
Properties=species:S:1:pos:R:3:lowdin_charge:R:1
Tl 1.042 -0.741 0.838 0.8816
C 1.229 -4.159 -0.384 -0.1749
C 2.578 -4.428 0.249 -0.1870
O 3.315 -3.228 0.472 -0.1537
C 4.147 -3.174 1.620 -0.1839
C 3.616 -2.372 2.806 -0.2295
O 2.511 -3.048 3.338 -0.1718
C 1.660 -2.399 4.262 -0.1884
C 0.449 -3.321 4.367 -0.1815
O -0.391 -3.019 3.273 -0.1441
C -1.034 -4.067 2.582 -0.1843
C -0.197 -4.684 1.482 -0.1914
O 0.256 -3.694 0.562 -0.2044
H 0.871 -5.069 -0.862 0.1185
H 1.332 -3.402 -1.195 0.1351
H 3.109 -5.097 -0.415 0.1182
H 2.440 -4.957 1.202 0.1148
H 5.114 -2.753 1.313 0.1262
H 4.360 -4.180 1.986 0.1208
H 3.326 -1.350 2.536 0.0712
H 4.426 -2.331 3.560 0.1280
H 1.310 -1.445 3.874 0.0965
H 2.163 -2.263 5.219 0.1221
H -0.096 -3.117 5.321 0.1320
H 0.802 -4.344 4.371 0.1194
H -1.919 -3.657 2.137 0.1212
H -1.380 -4.853 3.275 0.1306
H -0.804 -5.471 0.992 0.1334
H 0.625 -5.194 1.963 0.1045
Br -1.598 2.759 -6.615 0.6659
C -2.424 3.227 -4.953 -0.6828
C -1.670 3.529 -3.834 -0.1189
C -2.316 3.855 -2.641 -0.0290
C -3.711 3.940 -2.546 -0.3001
C -4.444 3.679 -3.732 -0.0582
C -3.837 3.275 -4.889 -0.1457
N -4.403 4.515 -1.453 0.0241
N -4.100 4.369 -0.253 0.0194
C -3.324 3.415 0.347 -0.2753
C -2.674 3.883 1.522 -0.0375
C -1.718 3.150 2.166 -0.0451
C -1.284 1.877 1.717 -0.4073
O -0.323 1.268 2.215 -0.1249
C -2.055 1.324 0.569 -0.1410
N -1.771 0.043 0.263 0.0904
C -2.405 -0.524 -0.725 -0.1631
C -3.461 0.097 -1.405 -0.0553
C -3.819 1.388 -1.095 -0.0114
C -3.053 2.081 -0.106 -0.1003
H -0.607 3.404 -3.864 0.0905
H -1.737 4.123 -1.761 0.1049
H -5.538 3.748 -3.652 0.1118
H -4.420 2.989 -5.764 0.0932
H -2.949 4.902 1.837 0.1108
H -1.187 3.601 3.004 0.1029
H -2.189 -1.548 -0.943 0.0984
H -4.015 -0.449 -2.176 0.1029
H -4.698 1.859 -1.531 0.1080
C 0.984 3.107 -1.090 -0.2109
Ge 2.159 1.569 -1.286 0.6587
C 3.321 1.664 0.324 -0.2713
C 3.442 1.759 -2.823 -0.2370
C 1.135 -0.036 -1.450 -0.4894
H 1.218 3.946 -1.720 0.0103
H 1.043 3.448 -0.056 0.0208
H -0.060 2.839 -1.243 -0.0076
H 3.954 2.557 0.333 0.0089
H 3.987 0.782 0.476 0.0123
H 2.704 1.720 1.255 0.0051
H 4.039 2.679 -2.762 0.0020
H 2.890 1.718 -3.751 -0.0058
H 4.139 0.920 -2.742 0.0018
H 1.717 -0.821 -1.946 -0.0541
H 0.199 0.185 -1.964 -0.0503
```

## Properties
**2S+1**: 1
**Total charge**: -1
**LUMO**: 2.3810 eV
**Orbital gap**: 5.79 eV
**E_HOMO**: -3.41 eV

---

Entry 4:
A single C6H8S molecule, computed with ωB97M-V/def2-TZVPD.

The geometry in XYZ format:
```
15
Properties=species:S:1:pos:R:3:nbo_charge:R:1
C 0.618 0.640 0.011 -0.1889
C -0.526 1.598 -0.075 0.0917
C 0.111 -0.873 -0.091 -0.4482
C -1.727 0.740 0.063 -0.5976
C -1.411 -0.725 0.349 -0.4119
C 1.995 0.841 0.129 -0.2357
S 3.247 -0.408 0.120 0.0656
H 0.098 -1.095 -1.161 0.2033
H 0.641 -1.539 0.480 0.2188
H -2.537 1.299 0.417 0.2643
H -2.225 0.789 -1.001 0.2802
H -2.027 -1.468 -0.109 0.2140
H -1.486 -0.823 1.446 0.2015
H 2.276 1.885 0.409 0.2327
H 2.953 -0.862 -0.987 0.1102
```

## Properties
**2S+1**: 1
**Total charge**: 0
**LUMO (alpha / beta)**: -0.8137 / -0.8136 eV
**Orbital gap (alpha / beta)**: 7.46 / 7.46 eV
**E_HOMO (alpha / beta)**: -8.27 / -8.27 eV

---

Entry 5:
3 unconnected molecules or ions with the total composition C35H40BBr2F7NO12P, computed with ωB97M-V/def2-TZVPD.

The geometry in XYZ format:
```
99
Properties=species:S:1:pos:R:3:lowdin_charge:R:1
C 2.010 -1.390 4.620 -0.0786
C 2.585 0.018 4.296 -0.2577
C 2.883 0.192 2.781 -0.6025
Br 4.643 -0.565 2.306 0.7765
C 2.710 1.622 2.293 -0.1417
C 3.456 2.724 2.781 -0.0430
B 4.583 2.553 3.940 -0.6719
O 5.788 1.892 3.741 0.0678
N 4.356 3.142 5.240 -0.0988
C 5.122 2.487 6.310 -0.0758
C 2.941 3.243 5.627 -0.0744
C 3.234 4.016 2.284 -0.2133
P 4.352 5.350 2.991 0.9925
C 3.381 6.883 3.297 -0.2434
O 5.482 5.690 1.775 -0.3010
C 2.230 4.258 1.312 -0.1148
C 1.935 5.659 0.785 -0.0283
C 3.143 6.224 0.041 -0.5170
O 3.366 7.408 -0.067 0.0999
O 3.928 5.283 -0.526 0.0996
C 1.521 3.170 0.858 -0.0275
C 1.765 1.884 1.321 -0.0225
C 0.926 0.783 0.689 -0.2385
O 1.394 -0.253 0.283 0.1214
C -0.569 1.156 0.571 -0.0107
C -1.615 0.287 0.899 -0.1132
C -1.333 -1.134 1.354 0.0020
C -2.924 0.760 0.795 -0.1568
C -4.148 -0.087 1.096 -0.3507
C -4.633 -0.779 -0.219 -0.0096
F -3.954 -1.023 2.102 -0.0216
C -3.140 2.063 0.375 -0.4526
Br -4.930 2.773 0.235 0.9097
C -2.098 2.926 0.030 -0.1708
C -2.334 4.363 -0.408 -0.0600
C -2.470 5.244 0.859 -0.4468
O -1.515 5.790 1.361 0.1271
O -3.714 5.435 1.445 0.0235
C -0.804 2.451 0.134 -0.0278
C 0.417 3.310 -0.175 -0.2288
O 0.494 4.002 -1.166 0.1264
H 1.686 -1.893 3.700 0.0687
H 1.106 -1.238 5.223 0.0730
H 2.719 -2.033 5.148 0.0742
H 1.786 0.743 4.500 0.1027
H 3.494 0.253 4.863 0.0938
H 2.180 -0.470 2.279 0.0489
H 6.369 2.345 3.123 0.1060
H 4.824 1.440 6.489 0.0907
H 6.202 2.571 6.166 0.0892
H 4.909 3.020 7.251 0.0854
H 2.376 3.983 5.049 0.0842
H 2.394 2.293 5.586 0.0658
H 2.916 3.560 6.681 0.0888
H 3.356 7.469 2.360 0.0323
H 2.332 6.679 3.541 0.0495
H 3.851 7.536 4.038 0.0417
H 5.953 4.853 1.679 0.0411
H 1.119 5.645 0.055 0.1156
H 1.596 6.319 1.585 0.1129
H 4.811 5.659 -0.649 0.1238
H -0.273 -1.305 1.571 0.0676
H -1.584 -1.833 0.543 0.0983
H -1.853 -1.412 2.274 0.0846
H -4.987 0.537 1.419 0.0792
H -4.687 -1.861 -0.052 0.0862
H -3.929 -0.586 -1.035 0.0836
H -5.625 -0.402 -0.486 0.0738
H -3.244 4.510 -0.998 0.0989
H -1.498 4.795 -0.954 0.1121
H -3.908 4.708 2.051 0.0843
C 0.017 -2.161 -4.252 -0.0554
C -0.608 -2.523 -2.922 -0.1948
O -1.957 -2.994 -3.105 0.0291
C -2.090 -4.260 -3.477 -0.3962
O -1.197 -5.029 -3.670 0.1709
C -3.577 -4.618 -3.583 -0.5338
F -4.277 -3.678 -4.230 0.1683
F -4.132 -4.751 -2.369 0.1653
F -3.760 -5.767 -4.233 0.1520
H -0.608 -1.442 -4.784 0.0853
H 1.006 -1.729 -4.104 0.0856
H 0.114 -3.037 -4.892 0.0784
H -0.665 -1.641 -2.285 0.1181
H -0.012 -3.258 -2.381 0.1285
C -2.744 -7.881 -5.883 -0.0628
C -2.706 -9.368 -6.166 -0.1893
O -3.891 -9.795 -6.864 0.0344
C -3.905 -9.578 -8.174 -0.3994
O -3.030 -9.066 -8.806 0.1716
C -5.205 -10.124 -8.779 -0.5443
F -6.276 -9.779 -8.052 0.1636
F -5.177 -11.463 -8.840 0.1645
F -5.400 -9.671 -10.015 0.1713
H -3.653 -7.622 -5.349 0.0666
H -1.884 -7.581 -5.286 0.0834
H -2.740 -7.306 -6.809 0.0841
H -2.687 -9.924 -5.230 0.1257
H -1.813 -9.649 -6.725 0.1258
```

## Properties
**2S+1**: 1
**Total charge**: 0
**Structure (SMILES)**: CC[C@H](Br)c1c(B(O)N(C)C)c(P(C)O)c(CC(=O)O)c2c1C(=O)c1c(C)c([C@@H](C)F)c(Br)c(CC(=O)O)c1C2=O.CCOC(=O)C(F)(F)F.CCOC(=O)C(F)(F)F
**LUMO**: -1.0389 eV
**Orbital gap**: 7.08 eV
**E_HOMO**: -8.12 eV

---

Entry 6:
A single CH2O2S molecule, computed with ωB97M-V/def2-TZVPD.

The geometry in XYZ format:
```
6
Properties=species:S:1:pos:R:3:nbo_charge:R:1
C -0.309 -0.300 -0.024 0.0077
O 2.575 -0.583 -0.103 -0.7880
O -1.492 0.314 -0.116 -0.6563
S 1.098 0.568 -0.156 0.6683
H -0.325 -1.353 0.485 0.2491
H -1.547 1.355 -0.087 0.5193
```

## Properties
**2S+1**: 1
**Total charge**: 0
**LUMO (alpha / beta)**: -0.8926 / -0.8930 eV
**Orbital gap (alpha / beta)**: 8.18 / 8.18 eV
**E_HOMO (alpha / beta)**: -9.08 / -9.08 eV

---

Entry 7:
A molecular structure, C24H37BBrF2N7O2PtSb, computed with ωB97M-V/def2-TZVPD.

The geometry in XYZ format:
```
76
Properties=species:S:1:pos:R:3:mulliken_spin:R:1
Pt -0.477 0.117 -0.360 1.8599
C -0.467 -0.441 3.569 0.0049
O 0.515 -0.493 2.515 -0.0523
C 1.769 -0.160 2.815 0.0148
C 2.195 0.212 4.070 -0.0822
C 3.539 0.528 4.267 0.2094
Br 4.131 1.039 5.928 0.0867
C 4.471 0.463 3.206 0.0687
C 4.082 0.089 1.952 0.0346
C 2.691 -0.234 1.669 0.2816
O 2.278 -0.550 0.534 0.2741
C 5.066 0.031 0.871 0.0364
N 4.796 -0.240 -0.403 0.0141
C 5.974 -0.202 -1.155 0.0088
C 6.224 -0.406 -2.508 -0.0022
C 7.536 -0.277 -2.909 0.0053
C 8.563 0.045 -2.001 0.0042
C 8.313 0.249 -0.662 -0.0017
C 6.987 0.114 -0.264 0.0103
N 6.379 0.251 0.987 0.0146
H -0.200 -1.133 4.367 0.0072
H -1.403 -0.746 3.112 -0.0048
H -0.551 0.575 3.953 0.0073
H 1.514 0.275 4.904 0.0013
H 5.494 0.728 3.435 0.0070
H 3.850 -0.451 -0.693 0.0028
H 5.440 -0.654 -3.209 -0.0003
H 7.789 -0.427 -3.949 0.0003
H 9.576 0.135 -2.367 0.0002
H 9.103 0.495 0.034 -0.0002
H 6.866 0.463 1.843 -0.0006
C -2.309 0.259 -5.580 -0.0009
N -1.218 0.180 -4.599 0.0220
C 0.155 0.329 -5.091 -0.0011
C -1.437 -0.024 -3.301 0.0231
N -0.480 -0.260 -2.424 0.1674
N -2.768 -0.049 -2.917 0.0180
C -3.306 0.030 -1.646 0.0203
N -4.627 0.244 -1.619 0.0124
N -2.585 -0.142 -0.578 0.1208
H -1.873 0.263 -6.573 0.0000
H -2.888 1.177 -5.465 0.0016
H -2.954 -0.620 -5.522 0.0011
H 0.121 0.821 -6.058 -0.0001
H 0.646 -0.638 -5.208 -0.0002
H 0.731 0.971 -4.425 0.0002
H 0.435 -0.215 -2.851 -0.0115
H -3.429 0.083 -3.665 0.0010
H -5.176 0.394 -2.449 0.0018
H -5.114 0.308 -0.741 -0.0023
H -3.122 0.015 0.267 -0.0133
F -0.723 3.013 0.118 0.0338
B 0.047 1.990 0.403 0.0782
F 1.162 2.187 1.090 0.0067
C 1.219 -3.922 2.369 -0.0028
C -0.142 -3.857 1.685 0.0604
Sb -0.159 -2.733 -0.117 0.4822
C -1.719 -3.649 -1.223 0.0590
C -3.038 -3.733 -0.458 0.0097
C 1.629 -3.306 -1.097 0.0480
C 1.620 -4.797 -1.436 0.0112
H 1.171 -4.599 3.222 0.0038
H 1.536 -2.949 2.739 0.0122
H 1.996 -4.303 1.705 -0.0001
H -0.923 -3.462 2.333 0.0014
H -0.469 -4.843 1.343 0.0146
H -1.326 -4.642 -1.447 0.0126
H -1.807 -3.102 -2.162 -0.0074
H -2.933 -4.288 0.475 -0.0002
H -3.783 -4.257 -1.055 0.0026
H -3.434 -2.746 -0.220 0.0022
H 2.438 -3.041 -0.417 0.0003
H 1.724 -2.679 -1.983 -0.0044
H 1.457 -5.421 -0.555 0.0001
H 2.586 -5.084 -1.853 0.0061
H 0.863 -5.049 -2.176 -0.0010
```

## Properties
**2S+1**: 5
**Total charge**: +3
**LUMO (alpha / beta)**: -7.5004 / -10.0416 eV
**Orbital gap (alpha / beta)**: 7.95 / 5.97 eV
**E_HOMO (alpha / beta)**: -15.45 / -16.02 eV

---

We obtain max |F| values of 5.8 4.1 1.5 5.0 2.7 5.8 0.8 eV/Å for the records listed above, in that order.
We obtain E values of -28054.8762 -59082.9767 -174540.1250 -17182.0609 -232079.3850 -15995.5445 -125929.7406 eV for the records listed above, in that order.